1.
C3H6N2S3 | wB97M-V/def2-TZVPD

Its max |F| is 3.7 eV/A. The calculation puts the HOMO energy at -8.669 eV. The structure (SMILES) is S=CNSN/C=C\S. The value obtained for the HOMO-LUMO gap is 8.79 eV. The value obtained for the total energy is -38691.695 eV. Its LUMO energy is 0.121 eV.

Geometry as ORCA input:
```
! RIJCOSX wB97M-V def2-TZVPD def2/J DEFGRID3
* xyz 0 1
S -2.7266 -1.3577 -0.3992
C -1.5107 -0.5568 -1.1144
N -1.4242 0.8177 -1.1698
S 0.0111 1.4874 -1.7085
N 0.9308 1.2396 -0.1717
C 0.8440 -0.1459 0.3409
C 0.1065 -0.4463 1.4186
S -0.7064 0.6878 2.4770
H -0.6329 -0.9549 -1.4912
H -2.1687 1.4141 -0.9262
H 2.0076 1.4817 -0.2560
H 1.4037 -0.9946 -0.2546
H 0.0324 -1.4570 1.8835
H -0.4534 1.7157 1.8414
*
```

2.
C44H112N7O11 | wB97M-V/def2-TZVPD

Its max |F| is 3.4 eV/A. The calculation puts the HOMO energy at -17.788 eV. The value obtained for the HOMO-LUMO gap is 9.11 eV. The value obtained for the total energy is -80342.673 eV. Its LUMO energy is -8.682 eV.

Geometry as ORCA input:
```
! RIJCOSX wB97M-V def2-TZVPD def2/J DEFGRID3
* xyz 5 1
C 0.8289 2.7356 -3.8677
C 1.5524 3.9873 -4.1932
N 2.9211 4.2067 -3.7415
C 3.2139 5.6143 -4.1202
C 2.9510 4.2464 -2.2104
C 1.8841 4.9782 -1.4490
C 3.8569 3.1913 -4.2227
C 5.2648 3.1746 -3.5846
O 5.9371 4.3533 -3.8242
C 7.2748 4.4497 -3.2882
H 1.1864 1.8481 -4.3212
H -0.1247 2.8830 -4.3491
H 0.7087 2.5394 -2.7961
H 0.9780 4.8419 -3.8228
H 1.5463 4.0824 -5.2816
H 2.9292 5.6258 -5.1454
H 4.2553 5.8837 -3.9895
H 2.5011 6.2839 -3.6107
H 3.9379 4.6212 -1.9291
H 2.8477 3.2058 -1.9384
H 2.0209 6.0784 -1.4837
H 2.1405 4.6206 -0.4175
H 0.8029 4.7552 -1.4771
H 4.0109 3.4361 -5.2910
H 3.3120 2.2333 -4.2250
H 5.8268 2.3543 -4.0395
H 5.2033 2.9036 -2.5032
H 7.8936 3.5659 -3.4624
H 7.3364 4.7306 -2.2301
H 7.6903 5.2544 -3.8824
C 0.5420 -6.2328 0.6113
C -0.1253 -5.8644 -0.6769
N 0.5592 -4.7956 -1.5270
C 1.9795 -5.2728 -1.6773
C -0.0849 -4.6880 -2.8267
C -1.5480 -4.3270 -2.8082
C 0.4850 -3.5447 -0.7333
C 1.0035 -2.2428 -1.3313
O 2.3278 -2.4377 -1.6899
C 2.8669 -1.6415 -2.7489
H -0.0709 -7.0263 1.0673
H 0.5049 -5.3628 1.2815
H 1.5428 -6.5894 0.4985
H -1.0833 -5.4217 -0.4390
H -0.1811 -6.7505 -1.2914
H 2.3565 -4.7933 -2.5791
H 1.9315 -6.3290 -1.9234
H 2.5419 -5.0154 -0.7791
H 0.1653 -5.6354 -3.3415
H 0.3423 -3.8257 -3.3183
H -1.7202 -3.3068 -2.5049
H -2.2434 -4.9388 -2.2497
H -1.9285 -4.4761 -3.8308
H 0.9429 -3.7382 0.2355
H -0.5664 -3.2995 -0.6271
H 0.7840 -1.4963 -0.5458
H 0.4590 -1.9641 -2.2638
H 2.9996 -0.5846 -2.4305
H 2.2316 -1.6897 -3.6299
H 3.8671 -2.0125 -2.9492
C -5.9502 0.1433 -7.0857
C -6.1754 1.3654 -6.1526
N -5.3352 1.5843 -4.9656
C -3.9478 1.7068 -5.4665
C -5.7584 2.8000 -4.3061
C -7.1324 2.9510 -3.6151
C -5.4396 0.3272 -4.1102
C -4.8806 0.3761 -2.7432
O -3.4495 0.4186 -2.8654
C -2.8610 0.5773 -1.5725
H -6.1401 -0.8213 -6.6236
H -5.0050 0.0973 -7.6373
H -6.7131 0.2701 -7.8217
H -7.2326 1.3318 -5.8535
H -6.0213 2.3659 -6.6565
H -3.3586 1.8867 -4.5782
H -3.7801 2.5310 -6.1376
H -3.6263 0.7943 -5.9179
H -5.6115 3.6317 -4.9869
H -5.0397 3.0283 -3.5546
H -7.9354 2.8930 -4.3166
H -7.0822 3.9499 -3.2147
H -7.3007 2.2434 -2.8127
H -4.9957 -0.4411 -4.6869
H -6.5164 0.1172 -4.0656
H -5.1082 -0.6325 -2.3031
H -5.2872 1.1986 -2.1471
H -3.0445 1.6048 -1.1856
H -1.8334 0.2362 -1.5629
H -3.3608 -0.0627 -0.8272
C -0.9510 -3.5265 4.7585
C -2.4469 -3.3208 5.1679
N -2.9343 -1.8841 5.0310
C -2.2381 -0.9902 5.9706
C -2.8314 -1.3127 3.5935
C -3.2175 -2.2039 2.4226
C -4.4516 -1.8419 5.2437
C -4.9471 -2.5289 6.5361
O -6.2361 -2.0120 6.7250
C -6.9922 -2.7480 7.6309
H -0.7737 -4.5298 4.4070
H -0.2554 -3.2262 5.5680
H -0.6892 -2.8422 3.9491
H -2.6020 -3.5901 6.2245
H -3.1964 -3.8966 4.6401
H -2.6480 -0.0072 5.9652
H -1.1990 -0.8920 5.6121
H -2.2170 -1.3632 6.9539
H -1.7601 -1.1103 3.4754
H -3.3585 -0.3643 3.5572
H -3.3708 -1.6049 1.5459
H -4.0475 -2.8455 2.6060
H -2.3530 -2.8221 2.1767
H -4.9392 -2.3559 4.4301
H -4.7866 -0.7795 5.2207
H -4.3062 -2.3033 7.4251
H -4.9632 -3.6171 6.3861
H -6.9826 -3.8165 7.4619
H -8.0023 -2.3818 7.6840
H -6.5622 -2.5629 8.6268
C 2.8354 4.2946 5.7160
O 2.5221 3.5974 4.4706
C 2.4353 4.4575 3.3543
C 0.9730 4.9452 3.1424
N 0.0536 3.8512 3.5268
H -0.0899 3.2010 2.7343
H 0.6274 3.3540 4.1922
C -1.3128 4.2428 4.1711
C -2.3773 3.4699 3.4616
O -2.2878 3.7649 2.0791
C -3.5072 4.3243 1.5848
H 1.9977 4.6302 6.2885
H 3.4194 5.1534 5.4111
H 3.4381 3.6315 6.3159
H 2.7997 3.8428 2.5289
H 3.0103 5.3797 3.4533
H 0.8135 5.2721 2.1286
H 0.6926 5.7935 3.7743
H -1.3638 5.3392 4.0643
H -1.1966 4.0552 5.2494
H -3.2787 3.8066 3.9586
H -2.2905 2.4242 3.7178
H -4.3654 3.6180 1.6280
H -3.4299 4.5618 0.5173
H -3.6828 5.1661 2.2187
C 5.7853 -6.6758 1.6392
O 5.7966 -5.4751 0.9222
C 7.0382 -5.0784 0.4711
C 7.0092 -3.6605 -0.0777
N 6.3191 -2.7601 0.9180
H 6.3565 -3.2167 1.8375
H 6.7819 -1.8398 0.9601
C 4.7847 -2.5071 0.6437
C 4.4178 -1.3472 1.4250
O 5.1528 -0.2480 0.8925
C 4.8463 0.9989 1.3997
H 6.4831 -6.6348 2.4438
H 5.9885 -7.4906 0.9426
H 4.7810 -6.8631 2.0301
H 7.5044 -5.6530 -0.3479
H 7.7681 -5.1847 1.2606
H 6.5055 -3.5934 -1.0006
H 8.0355 -3.2869 -0.2538
H 4.2780 -3.4115 0.9543
H 4.6730 -2.3794 -0.4068
H 4.6096 -1.4499 2.5401
H 3.3187 -1.2023 1.3585
H 5.0929 1.2303 2.4139
H 3.7539 1.1601 1.3119
H 5.1939 1.7492 0.6945
N -0.0190 0.5325 1.4714
O -0.2548 -0.7384 1.2759
O -0.6053 1.1937 2.3813
O 0.7809 1.0804 0.7148
*
```

3.
C4H8N2 | wB97M-V/def2-TZVPD

Its max |F| is 1.2 eV/A. The calculation puts the HOMO energy at -6.611 eV. The value obtained for the HOMO-LUMO gap is 6.90 eV. The value obtained for the total energy is -7254.821 eV. Its LUMO energy is 0.286 eV.

Geometry as ORCA input:
```
! RIJCOSX wB97M-V def2-TZVPD def2/J DEFGRID3
* xyz 0 1
C -0.9511 1.2398 -0.3698
C -0.4248 0.1649 0.5071
C 1.5159 -0.5109 -0.4789
N 0.0750 -0.9836 -0.2764
C -0.8232 -0.1137 1.7911
N -1.1067 -0.3523 2.9043
H -1.9389 0.9941 -0.7914
H -0.2896 1.4801 -1.2220
H -1.0405 2.1529 0.2203
H 2.0147 -1.0842 -1.2507
H 2.0034 -0.6127 0.4987
H 1.5537 0.5636 -0.7123
H 0.0514 -1.8563 0.2669
H -0.5618 -1.1956 -1.0793
*
```

4.
C5H5NO2 | wB97M-V/def2-TZVPD

Its max |F| is 2.9 eV/A. The calculation puts the HOMO energy at -8.968 eV. The value obtained for the HOMO-LUMO gap is 9.79 eV. The value obtained for the total energy is -10849.476 eV. Its LUMO energy is 0.818 eV.

Geometry as ORCA input:
```
! RIJCOSX wB97M-V def2-TZVPD def2/J DEFGRID3
* xyz 0 1
C 1.1427 1.0129 -0.6454
C -1.5720 3.5335 0.4771
C 2.4775 3.1319 -1.1768
C 0.1047 0.8612 0.2012
C -0.5318 -0.4296 0.2746
N 1.7833 2.2633 -0.7537
O -1.0166 4.4471 0.1773
O 3.0308 4.0819 -1.5610
H 1.5954 0.1614 -1.1837
H -0.2574 1.5761 0.8648
H -0.7048 -0.9794 1.2743
H 0.0480 -0.9940 -0.3700
H -1.5177 -0.1936 -0.1551
*
```

5.
C13H17N3OS2 | wB97M-V/def2-TZVPD

Its max |F| is 1.6 eV/A. The calculation puts the HOMO energy at -8.735 eV. The structure (SMILES) is CC(C)(C)Cc1nnc(NC(=O)Cc2cccs2)s1. The value obtained for the HOMO-LUMO gap is 9.14 eV. The value obtained for the total energy is -41945.249 eV. Its LUMO energy is 0.408 eV.

Geometry as ORCA input:
```
! RIJCOSX wB97M-V def2-TZVPD def2/J DEFGRID3
* xyz 0 1
C 2.6922 3.7324 -0.9901
C 2.4337 2.2561 -0.6807
C 2.5623 1.4354 -1.9640
C 3.4530 1.7744 0.3519
C 0.9937 2.1388 -0.1213
C 0.5072 0.7490 0.0147
N -0.2713 0.1710 -0.8211
N -0.5872 -1.0824 -0.5296
C -0.0623 -1.5089 0.5661
N -0.1920 -2.7498 1.1114
C -1.0427 -3.7888 0.7711
O -0.8899 -4.8602 1.3006
C -2.1490 -3.4575 -0.2007
C -3.1000 -2.4970 0.4382
C -3.5480 -1.3061 -0.0395
C -4.4382 -0.6556 0.8458
C -4.6504 -1.3600 1.9842
S -3.7702 -2.8387 2.0043
S 0.9398 -0.2975 1.3715
H 3.7067 3.8670 -1.3577
H 2.0035 4.0929 -1.7505
H 2.5694 4.3412 -0.0971
H 2.4542 0.3728 -1.7601
H 3.5376 1.5971 -2.4170
H 1.7950 1.7207 -2.6793
H 4.4618 1.8992 -0.0345
H 3.3125 0.7218 0.5849
H 3.3674 2.3447 1.2746
H 0.9515 2.6338 0.8511
H 0.3114 2.6463 -0.8059
H 0.4527 -2.9788 1.8596
H -2.6546 -4.3936 -0.4509
H -1.7370 -3.0011 -1.1009
H -3.2452 -0.9034 -0.9884
H -4.8966 0.2945 0.6379
H -5.2713 -1.1098 2.8213
*
```

max |F| of number 5 (C13H17N3OS2)? 1.6 eV/A

Among the records above, which one has the highest max |F|? C3H6N2S3